Record 1
{
  "formula": "C11H19Br15FO7P",
  "method": "ωB97M-V/def2-TZVPD",
  "elements": ["O", "P", "O", "O", "C", "C", "F", "O", "C", "O", "C", "O", "C", "C", "O", "H", "H", "H", "H", "H", "H", "H", "H", "H", "H", "H", "H", "H", "H", "C", "Br", "Br", "Br", "H", "C", "Br", "Br", "Br", "H", "C", "Br", "Br", "Br", "H", "C", "Br", "Br", "Br", "H", "C", "Br", "Br", "Br", "H"],
  "positions_angstrom": [[1.661310, 2.350977, 2.050340], [2.592445, 1.836564, 1.004821], [3.770658, 0.944341, 1.638428], [3.308252, 2.957310, 0.143689], [2.838472, 4.317850, 0.251689], [3.560981, 5.163533, -0.813104], [4.778981, 4.611764, -1.186012], [1.987749, 0.898706, -0.112981], [1.001171, -0.080269, 0.295829], [-0.239982, 0.250660, -0.204548], [-0.787565, 1.348727, 0.515995], [-2.055496, 1.619414, -0.007389], [-2.202934, 2.962511, -0.476978], [-2.204645, 3.999387, 0.643338], [-0.922880, 4.647077, 0.779808], [4.004502, 1.364475, 2.485275], [3.054002, 4.698950, 1.254889], [1.759516, 4.356250, 0.049333], [3.732591, 6.169227, -0.398728], [2.930934, 5.290645, -1.705313], [1.283531, -1.047239, -0.138463], [1.009289, -0.173136, 1.391783], [-0.124021, 2.216467, 0.371286], [-0.824376, 1.089396, 1.586637], [-3.162926, 2.993977, -1.009323], [-1.391935, 3.203206, -1.183685], [-2.945830, 4.785772, 0.436084], [-2.486393, 3.529925, 1.593480], [-0.503322, 4.334871, 1.591412], [-0.209871, 2.013266, 4.919091], [-0.618942, 0.440539, 3.895520], [-1.674332, 3.259469, 4.944571], [0.362797, 1.567559, 6.699827], [0.623624, 2.495414, 4.424262], [-1.317344, -2.409728, -2.354380], [-0.473956, -3.729749, -1.238472], [-0.112580, -1.743941, -3.698161], [-2.940017, -3.086486, -3.136516], [-1.583497, -1.578369, -1.718885], [-1.021707, -4.722393, -6.399330], [-0.258511, -6.072169, -5.266872], [0.243170, -4.085330, -7.700097], [-2.648406, -5.331886, -7.224911], [-1.280605, -3.886414, -5.768570], [1.352699, -3.595266, 3.292344], [-0.516851, -3.322701, 3.659270], [1.608291, -4.856550, 1.864098], [2.246535, -1.926745, 2.940089], [1.800039, -4.015054, 4.182493], [-3.465528, -7.305488, -1.394641], [-3.449944, -6.004622, 0.020758], [-4.372155, -6.658712, -2.962490], [-1.687048, -7.928818, -1.787659], [-4.027923, -8.157190, -1.038927]],
  "forces_ev_per_a": [[0.6907, -0.2979, -0.7459], [-0.2526, 0.3601, 0.5630], [-0.3949, 0.6039, 0.0009], [-0.2887, -0.1744, 0.3201], [0.2285, 0.0599, -0.3279], [-0.2591, 0.2473, -0.0473], [-0.3882, 0.2674, 0.2418], [0.0977, 0.0935, 0.3947], [-0.1149, -0.7667, -0.1529], [0.0659, -0.0828, 0.1237], [-0.1198, 0.5767, -0.2535], [0.2736, 0.0726, 0.1275], [-0.1232, -0.1403, -0.0504], [0.2060, 0.3759, 0.1419], [-0.1901, -0.2639, 0.1645], [0.1076, -0.3294, -0.2091], [-0.0979, -0.1911, -0.1377], [0.2131, 0.0743, 0.2549], [0.0843, -0.2931, -0.1246], [0.3337, -0.3021, 0.1009], [0.0495, 0.3840, -0.0158], [-0.1382, 0.2594, -0.3027], [-0.2736, -0.1802, 0.1272], [-0.1568, 0.1723, -0.6791], [0.2645, -0.1449, 0.1404], [-0.2326, -0.0012, 0.1107], [0.2512, -0.1812, -0.0486], [-0.0557, -0.0306, -0.1881], [-0.0440, 0.0070, -0.1453], [0.1990, 0.0391, -0.0868], [-0.0994, -0.1575, 0.6055], [-0.0125, 0.0089, -0.0736], [-0.0089, -0.0161, 0.0103], [-0.0429, -0.0113, -0.0664], [-0.0126, -0.0005, 0.0188], [0.0380, 0.0520, 0.0127], [0.0090, -0.0315, -0.0182], [0.0460, -0.0197, -0.0262], [0.0256, 0.1037, 0.0422], [0.0029, -0.0200, 0.0106], [-0.0147, 0.0094, 0.0428], [-0.0111, -0.0025, 0.0031], [-0.0081, -0.0016, -0.0010], [-0.0151, 0.0853, 0.0765], [-0.0351, 0.0193, 0.0125], [0.0012, -0.0143, -0.0226], [0.0278, 0.0143, 0.0122], [0.1956, -0.2183, 0.1135], [-0.0222, -0.0050, -0.0256], [-0.0230, -0.0564, 0.0446], [-0.0355, 0.0238, -0.0158], [0.0563, -0.0304, -0.0120], [-0.0262, 0.0377, -0.0407], [0.0299, 0.0170, 0.0004]],
  "lowdin_charge": [-0.26, 0.38, -0.10, -0.16, -0.16, -0.17, -0.04, -0.11, -0.27, -0.06, -0.26, -0.09, -0.17, -0.21, -0.09, 0.10, 0.12, 0.11, 0.12, 0.12, 0.13, 0.03, 0.11, 0.03, 0.13, 0.14, 0.12, 0.11, 0.07, -1.62, 0.65, 0.59, 0.59, -0.05, -1.61, 0.55, 0.60, 0.58, -0.04, -1.66, 0.55, 0.57, 0.57, -0.09, -1.61, 0.57, 0.57, 0.64, -0.03, -1.63, 0.55, 0.56, 0.56, -0.03],
  "homo_energy_ev": -9.9728,
  "largest_force_ev_per_a": 1.06,
  "gap_ha": 0.358,
  "energy_ev": -1088691.542
}


Record 2
{
  "formula": "C5H4N",
  "method": "ωB97M-V/def2-TZVPD",
  "elements": ["C", "C", "C", "C", "C", "N", "H", "H", "H", "H"],
  "positions_angstrom": [[1.559037, 0.041263, 0.085336], [-2.217481, 0.121585, -0.070684], [2.858158, 0.147384, -0.038958], [-0.925280, -0.423661, -0.151880], [0.294321, 0.141691, -0.082792], [-3.347294, 0.483505, 0.036610], [3.552130, -0.769014, 0.087864], [3.425658, 1.151804, -0.171700], [-4.281685, 0.557797, 0.443348], [-0.917566, -1.452352, -0.137146]],
  "forces_ev_per_a": [[-5.6256, 1.0321, -0.9708], [-2.0347, 0.6628, 1.2373], [5.7057, 0.0237, 0.2742], [-3.0492, 1.8614, 0.1116], [4.3986, 0.1517, 0.9799], [2.8923, -1.2316, -0.5762], [-1.2874, 1.6343, 0.2302], [-1.3343, -1.8099, -0.2752], [0.6058, 0.1575, -0.1858], [-0.2712, -2.4820, -0.8251]],
  "lowdin_spin": [0.32, 0.14, 0.54, 0.34, 0.37, 0.22, 0.02, 0.03, 0.01, 0.02],
  "total_charge": 1,
  "homo_energy_ev": [-11.9632, -14.8630],
  "s2": 2.03,
  "largest_force_ev_per_a": 5.80,
  "de_lowest_ev": 0.990,
  "multiplicity": 3,
  "gap_ha": [0.286, 0.241],
  "energy_ev": -6725.832
}